A single C20H15ClO2 molecule at a distorted geometry. Source: the Open Molecules 2025 dataset; level of theory: the ωB97M-V functional and the def2-TZVPD basis.

```
38
Properties=species:S:1:pos:R:3:forces:R:3
C 3.0925 6.5728 0.0311 -2.7 -8.5 4.3
C 2.8104 5.3077 0.6307 0.7 6.7 -4.6
C 2.3490 3.7182 0.8655 0.4 -1.2 -0.3
C 3.4934 2.5890 0.5255 -3.9 -1.8 1.2
C 3.0919 1.0083 0.6912 -3.4 2.6 1.1
C 1.5703 0.6505 1.1841 0.2 2.0 -0.3
C 0.3950 1.7879 1.5355 3.3 1.1 -1.2
C 0.7987 3.3697 1.3748 2.6 -3.3 -0.7
C -1.1207 1.2400 1.9855 -2.4 1.4 3.3
O -1.8249 1.7731 3.0023 4.4 -3.1 -6.7
C -1.6543 -0.0657 1.0859 -0.2 -2.3 -1.7
C -3.1893 -0.2556 0.5440 2.3 -2.2 -0.6
C -4.3818 0.8297 0.8856 -0.1 -1.4 -0.3
C -3.5668 -1.5994 -0.3767 3.8 -0.3 0.7
C -2.4169 -2.7359 -0.7897 1.2 4.2 3.0
C -0.8705 -2.5036 -0.2051 -1.4 1.8 1.0
C 0.3861 -3.5499 -0.5567 -0.4 1.1 -0.5
C 1.3378 -2.7196 -1.6512 -1.6 1.1 -0.2
C 0.5659 -2.6877 -3.1323 0.5 0.8 0.7
Cl 3.0782 -3.3868 -1.7545 -1.6 0.4 0.1
C -0.4777 -1.1980 0.7232 -3.2 -0.3 -1.2
C 1.0597 -0.9363 1.3294 2.2 -2.6 2.0
O 1.8020 -1.8799 1.9156 -4.5 5.7 -3.9
H 3.0876 7.7108 -0.2865 0.2 -3.1 1.0
H 4.5805 2.8291 0.1331 -2.7 -0.2 1.0
H 3.8143 0.0901 0.4721 -1.7 2.4 0.5
H 0.0277 4.2309 1.5907 1.8 -2.0 -0.5
H -4.9255 1.1350 -0.1257 1.4 -0.5 2.2
H -3.9702 1.7425 1.4921 -0.8 -1.9 -1.3
H -5.2098 0.2367 1.5086 1.9 1.4 -1.2
H -4.6775 -1.7906 -0.7682 2.7 0.7 1.0
H -2.6315 -3.6766 -1.4558 0.3 2.1 1.5
H -0.0133 -4.5123 -1.0972 0.7 1.9 1.1
H 0.9618 -3.8461 0.4181 -1.1 0.8 -1.9
H 1.4557 -1.5711 -1.3566 -0.1 -2.7 -0.3
H 0.1342 -1.5858 -3.2805 0.9 -2.5 0.3
H -0.3382 -3.4318 -3.1361 1.9 1.3 -0.2
H 1.3763 -2.8891 -3.9520 -1.8 0.2 1.5
```
Forces are in eV/Å.

Summary:
Maximum force, hartree/bohr: 0.1926
DFT total energy, eV: -37576.5401
E_LUMO, eV: -1.80
E_HOMO, eV: -8.78
Charge: 0